[1]
A cluster of 14 separate species, C42H98N14O14 in total at a distorted geometry, computed with ωB97M-V/def2-TZVPD.

Summary:
2S+1 = 1
lowest unoccupied orbital energy = 0.3014 eV
highest occupied orbital energy = -8.8 eV
maximum force = 1.52 eV Å⁻¹

Each line ends with the Mulliken charge.
Cartesian coordinates (Å):
C -1.194 1.817 -1.068  0.551
C -0.777 0.383 -0.834  0.377
O -1.514 -0.558 -1.106  -0.687
N 0.440 0.255 -0.282  1.075
C 1.037 -0.996 0.140  1.795
H -0.389 2.366 -1.554  -0.516
H -1.332 2.251 -0.067  -0.096
H -2.177 1.863 -1.522  -0.217
H 0.910 1.120 -0.064  -0.341
H 0.333 -1.816 0.008  -1.003
H 1.406 -0.955 1.161  -0.045
H 1.859 -1.258 -0.522  -1.061
C 3.551 -2.875 -3.295  1.041
C 4.844 -2.530 -3.974  0.101
O 5.569 -1.655 -3.522  -0.703
N 5.181 -3.261 -5.058  -0.119
C 6.479 -3.155 -5.684  -0.968
H 3.069 -2.000 -2.868  -0.658
H 3.805 -3.532 -2.455  -0.295
H 2.802 -3.420 -3.873  0.375
H 4.597 -4.037 -5.312  0.263
H 7.256 -2.897 -4.966  0.310
H 6.514 -2.361 -6.437  0.281
H 6.721 -4.091 -6.181  0.353
C 3.320 -6.918 -3.033  -0.970
C 2.955 -6.581 -1.603  0.779
O 3.496 -7.134 -0.663  -0.671
N 2.052 -5.588 -1.462  0.449
C 1.836 -4.946 -0.180  -0.493
H 3.156 -6.076 -3.709  0.062
H 2.765 -7.787 -3.391  0.290
H 4.371 -7.201 -3.077  0.336
H 1.540 -5.213 -2.247  -0.084
H 1.082 -4.175 -0.328  -0.192
H 2.741 -4.452 0.170  0.026
H 1.481 -5.656 0.567  0.493
C 2.634 0.742 -3.731  -0.969
C 2.309 2.027 -3.014  0.899
O 2.578 2.152 -1.824  -0.530
N 1.617 2.992 -3.668  0.213
C 1.230 2.998 -5.055  -1.031
H 3.491 0.300 -3.227  -0.072
H 2.971 0.900 -4.757  0.523
H 1.772 0.076 -3.724  0.298
H 1.315 3.775 -3.109  -0.360
H 0.146 2.849 -5.139  0.322
H 1.703 2.222 -5.643  0.347
H 1.427 3.971 -5.508  0.288
C -1.304 1.007 2.868  0.553
C -0.316 2.112 3.155  -0.004
O 0.119 2.846 2.274  -0.382
N 0.156 2.182 4.420  0.053
C 1.086 3.214 4.798  -0.972
H -1.745 0.658 3.796  0.710
H -0.758 0.190 2.387  -0.441
H -2.004 1.394 2.132  -0.426
H 0.163 1.371 5.019  0.027
H 1.382 3.022 5.830  0.334
H 0.708 4.226 4.689  0.273
H 2.011 3.135 4.208  0.282
C 0.633 -3.276 2.931  0.878
C 0.474 -4.335 3.989  0.020
O 0.065 -5.453 3.728  -0.689
N 0.858 -3.968 5.244  -0.059
C 0.961 -4.914 6.325  -1.100
H 1.614 -3.435 2.471  -0.067
H 0.562 -2.259 3.313  -0.213
H -0.110 -3.457 2.157  0.028
H 0.882 -2.997 5.504  0.187
H 0.370 -4.601 7.188  0.309
H 1.998 -5.004 6.662  0.305
H 0.614 -5.887 5.990  0.369
C -5.222 0.331 2.470  -0.995
C -4.633 -1.046 2.386  0.872
O -5.004 -1.956 3.104  -0.707
N -3.676 -1.198 1.446  0.229
C -2.890 -2.398 1.220  -0.727
H -5.004 0.982 1.617  0.198
H -4.860 0.841 3.369  0.165
H -6.307 0.341 2.572  0.441
H -3.451 -0.437 0.828  -0.259
H -2.876 -3.068 2.075  0.508
H -1.884 -2.054 0.987  -0.114
H -3.319 -2.940 0.375  0.392
C 1.074 -0.364 7.670  -1.417
C 1.264 -0.553 6.175  0.505
O 0.285 -0.638 5.437  -0.555
N 2.531 -0.549 5.709  0.093
C 2.819 -0.526 4.297  -0.390
H 1.957 -0.715 8.218  0.451
H 0.245 -0.987 7.988  0.314
H 0.980 0.700 7.868  0.299
H 3.246 -0.483 6.409  0.218
H 2.629 -1.493 3.831  0.053
H 3.903 -0.416 4.235  0.455
H 2.322 0.255 3.729  0.025
C 4.515 -0.289 -0.469  -0.196
C 4.607 -1.755 -0.090  0.338
O 3.802 -2.272 0.680  -0.606
N 5.625 -2.440 -0.650  -0.129
C 5.817 -3.866 -0.412  -0.979
H 4.622 0.320 0.430  0.428
H 3.581 -0.072 -0.976  -0.468
H 5.331 0.026 -1.124  0.314
H 6.066 -2.059 -1.473  0.324
H 4.864 -4.397 -0.421  0.243
H 6.261 -4.005 0.572  0.308
H 6.454 -4.254 -1.201  0.325
C -4.933 -0.227 -2.032  -0.088
C -6.437 -0.141 -1.987  0.515
O -7.122 -1.080 -1.622  -0.651
N -6.974 1.043 -2.393  -0.131
C -8.389 1.335 -2.333  -0.931
H -4.600 -0.772 -1.151  -0.058
H -4.413 0.732 -2.055  -0.145
H -4.597 -0.793 -2.901  0.324
H -6.326 1.772 -2.629  0.233
H -8.537 2.406 -2.195  0.349
H -8.850 0.845 -1.477  0.308
H -8.917 1.015 -3.233  0.269
C 2.316 6.339 -2.779  -1.331
C 1.612 5.685 -1.605  0.627
O 0.446 5.298 -1.710  -0.450
N 2.356 5.469 -0.514  -0.064
C 1.830 4.682 0.588  -0.476
H 3.269 5.860 -3.006  0.408
H 2.495 7.391 -2.550  0.432
H 1.672 6.270 -3.651  0.222
H 3.358 5.522 -0.590  0.258
H 0.757 4.846 0.691  0.037
H 2.208 4.932 1.575  0.322
H 1.925 3.628 0.325  0.094
C -2.941 4.846 -2.151  -0.192
C -3.287 6.159 -1.475  0.554
O -4.349 6.299 -0.872  -0.705
N -2.363 7.136 -1.544  -0.074
C -2.634 8.462 -1.045  -1.006
H -3.100 4.048 -1.429  -0.058
H -1.911 4.829 -2.499  0.062
H -3.650 4.728 -2.971  0.350
H -1.495 6.936 -2.013  0.166
H -2.933 8.391 0.002  0.294
H -3.446 8.933 -1.599  0.300
H -1.742 9.077 -1.118  0.369
C -6.134 4.211 3.983  -1.326
C -4.717 4.101 3.506  0.802
O -3.816 3.740 4.241  -0.631
N -4.490 4.452 2.213  -0.102
C -3.188 4.376 1.608  0.478
H -6.203 4.103 5.060  0.331
H -6.807 3.537 3.450  0.299
H -6.552 5.206 3.775  0.405
H -5.261 4.749 1.641  0.241
H -2.938 3.431 1.105  -0.284
H -2.373 4.628 2.277  0.265
H -3.183 5.057 0.753  -0.458
C -1.582 -4.185 -1.561  -0.244
C -0.709 -4.369 -2.771  0.351
O 0.336 -3.728 -2.911  -0.494
N -1.178 -5.195 -3.728  -0.136
C -0.436 -5.523 -4.933  -0.739
H -2.600 -3.866 -1.770  0.613
H -1.110 -3.507 -0.856  -0.607
H -1.625 -5.118 -0.982  0.389
H -2.115 -5.554 -3.676  0.255
H -0.713 -6.503 -5.303  0.355
H 0.635 -5.465 -4.745  0.117
H -0.609 -4.756 -5.698  0.291

[2]
A structure of composition C43H101CuN6O11 at a distorted geometry, computed with ωB97M-V/def2-TZVPD.

Summary:
2S+1 = 1
lowest unoccupied orbital energy = 0.6608 eV
highest occupied orbital energy = -7.1 eV
maximum force = 3.17 eV Å⁻¹

Each line ends with the Mulliken charge.
Cartesian coordinates (Å):
Cu -0.109 1.064 -1.072  1.385
C 1.172 -1.037 1.593  -1.078
O 0.694 0.117 1.010  -0.280
H 1.465 -1.873 0.959  0.196
H 1.927 -0.883 2.364  0.259
H 0.366 -1.500 2.163  0.019
C -2.192 0.588 3.985  -2.351
C -1.741 1.985 4.364  2.092
C -1.365 1.911 5.874  -1.261
C -0.348 2.952 6.371  -1.047
C 0.917 2.997 5.519  -0.953
C 0.604 3.173 3.995  1.406
N -0.560 2.346 3.559  -0.043
O -0.710 2.234 2.180  0.567
C 0.373 4.732 3.749  -1.591
C 1.853 2.620 3.294  -1.644
C -2.884 3.059 4.066  -1.559
H -1.357 -0.101 4.111  0.566
H -2.647 0.451 3.004  0.062
H -2.834 0.200 4.776  0.531
H -2.214 1.957 6.556  0.522
H -0.891 0.962 6.123  0.427
H 0.010 2.819 7.392  0.424
H -0.808 3.939 6.339  0.391
H 1.539 2.137 5.770  0.351
H 1.400 3.922 5.835  0.401
H 0.110 4.903 2.705  0.109
H -0.555 4.958 4.275  0.461
H 1.147 5.331 4.229  0.428
H 2.834 2.936 3.648  0.614
H 1.882 1.531 3.254  0.252
H 1.872 2.865 2.232  -0.475
H -3.417 2.918 3.126  0.178
H -2.378 4.023 4.019  0.391
H -3.603 3.182 4.876  0.361
H -0.239 1.404 2.072  -0.127
C 5.196 0.455 3.940  -1.872
C 6.207 0.697 2.781  1.545
C 7.251 -0.444 2.840  -1.145
C 8.198 -0.431 1.631  -0.822
C 7.384 -0.574 0.303  -1.066
C 6.229 0.406 0.179  1.486
N 5.491 0.524 1.487  0.153
O 4.305 1.374 1.377  0.494
C 6.820 1.772 -0.389  -1.696
C 5.337 -0.272 -0.897  -1.815
C 6.896 2.103 2.915  -1.612
H 5.647 0.270 4.915  0.422
H 4.691 -0.484 3.714  0.431
H 4.459 1.250 4.061  0.210
H 7.870 -0.363 3.733  0.455
H 6.708 -1.390 2.838  0.370
H 8.864 -1.288 1.733  0.444
H 8.890 0.405 1.735  0.340
H 7.038 -1.608 0.273  0.412
H 8.090 -0.349 -0.496  0.409
H 7.638 2.100 0.252  0.398
H 7.101 1.605 -1.428  0.468
H 6.040 2.533 -0.366  0.202
H 4.412 0.301 -0.959  -0.090
H 5.830 -0.426 -1.857  0.458
H 5.042 -1.277 -0.595  0.545
H 6.179 2.900 2.715  0.223
H 7.626 2.333 2.139  0.332
H 7.352 2.270 3.890  0.449
H 3.634 0.687 1.357  -0.044
C -3.352 -0.732 -6.863  -0.812
O -3.676 0.004 -5.694  -0.483
C -3.180 -0.567 -4.470  0.965
C -3.586 -2.106 -4.216  -0.236
N -5.058 -2.253 -4.470  -0.303
C -5.721 -2.261 -3.208  0.042
C -7.171 -2.523 -3.275  -1.071
O -7.788 -1.323 -3.681  -0.301
C -9.218 -1.457 -3.670  -0.781
H -3.889 -1.680 -6.886  0.364
H -2.312 -0.973 -7.085  0.302
H -3.616 -0.168 -7.758  0.321
H -3.619 0.011 -3.656  -0.181
H -2.143 -0.444 -4.158  -0.355
H -3.337 -2.378 -3.191  -0.261
H -3.106 -2.787 -4.919  0.280
H -5.355 -1.411 -4.943  0.364
H -5.565 -1.283 -2.752  0.161
H -5.369 -2.996 -2.485  0.335
H -7.526 -2.703 -2.260  0.458
H -7.399 -3.350 -3.947  0.350
H -9.623 -0.457 -3.824  0.238
H -9.589 -1.942 -2.767  0.307
H -9.587 -2.010 -4.534  0.303
C -3.048 -0.447 -0.702  -0.348
O -2.390 0.709 -1.262  0.385
C -3.105 1.937 -1.170  -0.834
C -2.267 3.172 -1.658  -0.669
N -0.996 3.230 -0.971  1.009
C -0.363 4.488 -1.141  -1.429
C 1.083 4.516 -0.617  -0.070
O 1.743 3.479 -1.308  -0.200
C 3.071 3.312 -0.899  -0.480
H -3.315 -0.348 0.350  0.217
H -2.503 -1.353 -0.965  -0.026
H -3.973 -0.675 -1.232  0.003
H -3.299 2.204 -0.131  0.297
H -4.035 1.921 -1.738  0.340
H -2.974 3.967 -1.420  0.435
H -2.094 3.004 -2.721  0.040
H -1.120 3.017 0.008  -0.379
H -0.890 5.347 -0.724  0.487
H -0.431 4.590 -2.224  0.504
H 1.076 4.302 0.452  -0.118
H 1.520 5.492 -0.828  0.391
H 3.218 3.172 0.172  0.290
H 3.711 4.158 -1.148  0.353
H 3.444 2.457 -1.462  -0.156
C 0.028 -7.279 -1.237  -0.961
O -0.316 -5.975 -0.951  -0.138
C -1.069 -5.736 0.242  -0.755
C -1.955 -4.517 0.018  0.129
N -2.892 -4.340 1.157  -0.415
C -2.369 -3.237 1.972  0.258
C -3.276 -2.984 3.127  -0.465
O -3.342 -4.066 4.105  -0.375
C -4.155 -3.916 5.228  -0.746
H -0.904 -7.716 -1.595  0.413
H 0.518 -7.816 -0.425  0.328
H 0.810 -7.299 -1.996  0.226
H -1.565 -6.687 0.437  0.523
H -0.325 -5.481 0.997  0.189
H -1.257 -3.694 -0.136  -0.250
H -2.530 -4.616 -0.903  0.188
H -2.925 -5.183 1.713  0.323
H -1.351 -3.507 2.253  0.341
H -2.275 -2.292 1.437  -0.065
H -2.951 -2.166 3.770  0.099
H -4.238 -2.565 2.829  0.383
H -3.736 -3.119 5.842  0.272
H -4.227 -4.857 5.773  0.240
H -5.128 -3.532 4.922  0.317
C -0.735 2.286 -6.056  -0.400
O 0.321 1.505 -5.534  -0.383
C 0.944 2.198 -4.493  0.291
C 1.989 1.214 -3.850  -0.899
N 1.198 0.127 -3.150  0.391
C 1.906 -0.985 -2.584  0.013
C 0.829 -1.926 -2.042  -0.426
O 0.002 -2.386 -3.153  -0.075
C 0.227 -3.747 -3.674  -0.650
H -0.476 3.098 -6.735  0.314
H -1.328 2.658 -5.221  0.104
H -1.354 1.652 -6.690  0.126
H 0.300 2.573 -3.697  -0.554
H 1.525 3.057 -4.830  0.560
H 2.685 1.702 -3.167  0.067
H 2.647 0.792 -4.609  0.510
H 0.582 -0.204 -3.879  0.049
H 2.544 -0.719 -1.742  -0.589
H 2.404 -1.515 -3.396  0.569
H 0.162 -1.607 -1.242  -0.383
H 1.321 -2.778 -1.574  0.615
H 1.116 -3.732 -4.305  0.277
H -0.719 -3.966 -4.169  0.124
H 0.334 -4.482 -2.876  0.174

Calculated values (kcal/mol) of relative energy (zero: lowest compared OMol25 entry of this formula, charge and spin) for the records, taken in order: 0.0 0.0.